A gas-phase ion, CH3N2O2S (charge -1). Source: OMol25; level of theory: ωB97M-V/def2-TZVPD.

- energy relative to the best compared isomer or geometry (same formula, charge and spin) (kcal/mol) = 87.3
- net charge = -1
- DFT total energy (a.u.) = -697.9986

XYZ file:
```
9
Properties=species:S:1:pos:R:3:forces:R:3
C -0.465446 -0.061701 -1.646615 -0.1 4.6 3.1
O 0.185090 -1.221605 2.699761 0.5 1.1 -0.8
N -0.475997 -0.599437 -0.339382 2.5 1.9 4.8
H 0.315110 -0.284007 -2.253232 2.7 -1.6 -1.7
O 1.100894 1.155985 2.609978 0.0 -1.0 0.3
H -1.363902 -0.303959 -2.084446 -2.1 -0.3 -1.4
N 0.115015 0.377119 0.588621 -2.6 -3.1 -5.5
S 0.860604 -0.137011 1.909455 0.1 -0.3 2.0
H -0.271368 1.074617 -1.484141 -0.9 -1.3 -0.8
```
Positions in Å, forces in eV/Å.